C2H6ClNOS | the ωB97M-V functional and the def2-TZVPD basis

Properties
Calculated total energy = -29065.148 eV
E_HOMO = -8.95 eV
F_max = 0.558 eV/Å
Gap between HOMO and LUMO = 9.568 eV
Structure (SMILES) = C=CCl.NSO
ΔE to the lowest compared entry with this formula, charge and spin = 12.4 kcal per mole

ORCA input file:
```
! RIJCOSX wB97M-V def2-TZVPD def2/J DEFGRID3
* xyz 0 1
C -2.165 -1.397 0.518
C -2.446 -0.350 -0.229
Cl -3.760 0.709 0.100
H -1.327 -2.026 0.275
H -2.738 -1.663 1.388
H -1.877 -0.073 -1.103
N 2.510 0.870 0.119
S 0.888 0.438 0.066
O 0.143 1.881 0.356
H 3.011 0.740 -0.751
H 3.014 0.491 0.909
H 0.018 2.377 -0.462
*
```